(1)
The following is a quantum chemistry calculation of a molecular structure, C38H37BFKN14O4S, from the OMol25 dataset.

Frontier orbital gap (alpha / beta) in hartree: 0.285 / 0.266
Charge: -1
Max |F| in eV/Å: 2.791
<S²>: 0.76
Multiplicity: 2
Highest occupied orbital energy (alpha / beta) in eV: -5.95 / -5.95

The geometry in XYZ format:
```
97
Properties=species:S:1:pos:R:3:lowdin_charge:R:1
K -0.04467 -0.22912 -0.37908 0.60
C 3.02999 2.73716 -1.85923 -0.05
C 2.38150 3.22149 -0.55985 -0.35
C 2.84726 4.20609 0.33463 -0.05
C 1.81920 4.39149 1.23493 -0.08
N 0.79997 3.48559 0.98080 0.03
N 1.16498 2.79727 -0.17262 0.09
B -0.47000 3.12767 1.82870 -0.56
N -1.73249 2.89477 0.92491 0.03
C -3.07638 3.20160 1.14941 -0.06
C -3.84283 2.79369 0.06569 -0.05
C -2.92941 2.23861 -0.83696 -0.35
C -3.22762 1.64758 -2.22433 -0.02
N -1.69631 2.31549 -0.33055 0.06
N -0.15429 1.85127 2.76369 0.00
C 0.56940 1.80920 3.95721 -0.08
C 1.07386 0.53662 4.13593 -0.05
C 0.51260 -0.21738 3.09208 -0.35
C 0.67624 -1.71809 2.83255 -0.04
N -0.22706 0.57315 2.29848 0.05
N -0.80816 4.22106 2.92963 0.00
C -1.58977 4.06887 4.06607 -0.11
C -1.75591 5.30670 4.66150 -0.05
C -0.94359 6.17201 3.92628 -0.36
C -0.65898 7.66701 4.10477 -0.05
N -0.37565 5.50545 2.91464 0.09
H 4.02578 3.20914 -1.93333 0.07
H 2.42289 3.02947 -2.74619 0.07
H 3.13296 1.64641 -1.87867 0.02
H 3.80033 4.67307 0.32576 0.08
H 1.71825 5.11401 2.02481 0.08
H -3.43175 3.71663 2.02986 0.10
H -4.89106 2.91964 -0.12213 0.09
H -4.28772 1.84223 -2.43370 0.07
H -3.03380 0.54410 -2.22425 0.06
H -2.61280 2.14017 -3.01401 0.07
H 0.69368 2.66639 4.60070 0.11
H 1.76930 0.16570 4.86989 0.09
H 0.90990 -2.25267 3.76980 0.07
H 1.53580 -1.85742 2.14780 0.04
H -0.22681 -2.13425 2.33379 0.07
H -1.99428 3.12863 4.36817 0.11
H -2.39196 5.58447 5.49774 0.09
H -1.35781 8.05988 4.85505 0.06
H -0.75619 8.18549 3.11868 0.08
H 0.35992 7.83928 4.49327 0.07
C 6.56639 -0.51941 -0.23194 -0.04
N 5.78053 -1.74817 -0.36924 -0.13
C 6.28337 -3.00308 -0.72096 -0.07
C 5.27234 -3.86864 -0.79903 -0.06
N 4.06704 -3.17738 -0.53713 0.01
C 4.39490 -1.81071 -0.27702 -0.70
S 3.37021 -0.57790 0.07079 0.72
C 2.76695 -3.74004 -0.45111 -0.28
C 2.59336 -5.02976 0.07009 -0.01
C 1.30579 -5.52181 0.27711 -0.06
C 0.24315 -4.76423 -0.20364 -0.04
C 0.50169 -3.53759 -0.82109 -0.10
N 1.74498 -3.01436 -0.93129 0.11
H 7.53067 -0.68984 0.26737 0.09
H 5.94470 0.17229 0.35217 0.05
H 6.71449 -0.06868 -1.23209 0.10
H 7.32826 -3.16649 -0.79806 0.11
H 5.31966 -4.89499 -1.08547 0.11
H 3.49699 -5.54858 0.41969 0.11
H 1.11008 -6.44146 0.82939 0.11
H -0.78207 -5.07365 -0.01582 0.11
H -0.32293 -2.95526 -1.23174 0.07
N 0.68666 0.16950 -8.15306 0.14
C 0.68855 0.15266 -6.99774 -0.19
C 0.75464 0.05828 -5.57487 -0.25
C 0.27936 1.12482 -4.81160 -0.01
C 0.37583 1.07499 -3.40580 -0.08
C 0.96471 -0.04785 -2.87472 -0.05
C 1.43751 -1.10626 -3.56351 -0.07
C 1.33233 -1.04621 -4.95972 -0.01
H -0.17163 1.97184 -5.33446 0.12
H -0.00324 1.88428 -2.78568 0.10
H 1.87164 -1.94076 -3.04708 0.08
H 1.66746 -1.84743 -5.60819 0.12
F -3.71015 -6.79288 -1.21614 0.07
C -4.41548 -5.71236 -0.84218 -0.17
C -4.04916 -4.45069 -1.14857 0.07
N -4.66791 -3.37644 -0.49217 0.01
C -4.15178 -2.01377 -0.68711 -0.06
C -2.64422 -1.93082 -0.67500 -0.70
O -2.07206 -2.08957 0.45119 -0.08
O -2.06725 -1.75120 -1.79959 -0.12
C -5.83381 -3.52735 0.24674 -0.44
O -6.46087 -2.57386 0.72358 0.05
N -6.27412 -4.83629 0.44036 0.20
C -5.68884 -5.99402 -0.07461 -0.36
O -6.20577 -7.10515 0.08644 0.05
H -3.27297 -4.17629 -1.85698 0.15
H -4.61317 -1.45012 0.14090 0.13
H -4.55614 -1.60831 -1.61307 0.13
H -7.15716 -4.90461 0.92935 0.16
```

***

(2)
The following is a quantum chemistry calculation of a molecular structure, C38H37BN3P2Se2V, from the OMol25 dataset.

Frontier orbital gap (alpha / beta) in hartree: 0.188 / 0.258
Charge: +3
Max |F| in eV/Å: 0.486
<S²>: 1.25
Multiplicity: 2
Highest occupied orbital energy (alpha / beta) in eV: -16.83 / -16.92

The geometry in XYZ format:
```
84
Properties=species:S:1:pos:R:3:lowdin_charge:R:1
V 0.42111 -0.38815 -0.11750 0.59
C -2.65725 2.15119 0.52028 -0.25
C -1.86880 1.74754 1.76842 -0.28
P -0.06374 1.54588 1.64273 1.12
C 0.74262 3.15304 1.47604 -0.34
C 0.08910 4.27104 0.94563 -0.06
C 0.73266 5.49663 0.89184 -0.03
C 2.03169 5.62800 1.36120 -0.02
C 2.68942 4.52264 1.89032 -0.04
C 2.05894 3.29409 1.94020 -0.09
C 0.51700 0.80614 3.17441 -0.37
C -0.30296 0.82656 4.30223 -0.06
C 0.15528 0.28313 5.49336 -0.02
C 1.40980 -0.30192 5.56018 -0.01
C 2.22160 -0.34568 4.43052 -0.03
C 1.78030 0.20423 3.24229 -0.12
C -2.74650 1.14339 -0.62661 -0.31
P -1.25998 0.86330 -1.65387 1.06
C -0.77511 2.41467 -2.43692 -0.35
C 0.38873 2.43651 -3.21059 -0.12
C 0.71619 3.56067 -3.94825 -0.04
C -0.11324 4.67622 -3.91961 -0.03
C -1.27868 4.65498 -3.16762 -0.03
C -1.61766 3.52661 -2.43486 -0.07
C -1.81928 -0.20685 -3.00525 -0.36
C -0.87145 -0.71409 -3.89681 -0.11
C -1.27173 -1.47861 -4.97875 -0.04
C -2.62021 -1.75081 -5.17976 -0.03
C -3.56490 -1.25687 -4.29302 -0.04
C -3.17102 -0.48881 -3.20686 -0.07
H -2.30688 3.10243 0.12934 0.07
H -3.68049 2.32640 0.85823 0.14
H -2.25225 0.80778 2.17831 0.08
H -2.01623 2.51798 2.53313 0.12
H -0.93076 4.22141 0.60344 0.09
H 0.20662 6.35618 0.50088 0.13
H 2.52452 6.59022 1.33260 0.13
H 3.69033 4.62629 2.28576 0.13
H 2.58217 2.45763 2.37972 0.10
H -1.29113 1.26227 4.27414 0.11
H -0.47837 0.30943 6.36838 0.13
H 1.75647 -0.73017 6.49010 0.13
H 3.19753 -0.80684 4.48566 0.12
H 2.42879 0.17941 2.37385 0.07
H -3.52516 1.49097 -1.31099 0.10
H -3.06982 0.16386 -0.26182 0.09
H 1.04098 1.56896 -3.25095 0.10
H 1.60839 3.56470 -4.55973 0.12
H 0.13897 5.55191 -4.50116 0.13
H -1.93981 5.51052 -3.16632 0.13
H -2.55931 3.51843 -1.90141 0.11
H 0.18455 -0.50184 -3.75928 0.09
H -0.53481 -1.85201 -5.67665 0.12
H -2.93159 -2.33802 -6.03247 0.13
H -4.61588 -1.45528 -4.45064 0.13
H -3.93474 -0.11359 -2.54257 0.10
Se 2.60456 -1.85321 0.20724 0.87
Se 2.37755 -2.31826 -2.08621 0.86
C 0.55472 -2.89285 -1.91752 -0.65
C 0.16264 -4.02674 -2.59781 -0.06
C -1.16748 -4.41801 -2.52307 0.02
C -2.03553 -3.67436 -1.74225 0.01
C -1.55258 -2.56450 -1.07808 -0.11
N -0.27715 -2.15292 -1.16885 -0.10
C 3.22983 -0.05750 -0.14930 -0.65
C 4.53904 0.34240 -0.21094 -0.02
C 4.78231 1.65546 -0.62084 0.03
C 3.71564 2.48282 -0.92277 0.01
C 2.42164 2.00535 -0.78499 -0.11
N 2.17903 0.74007 -0.41573 -0.11
H 0.88808 -4.59877 -3.15933 0.13
H -1.50505 -5.30337 -3.04439 0.14
H -3.07349 -3.95137 -1.63018 0.14
H -2.20346 -1.97960 -0.44397 0.11
H 5.34336 -0.34080 0.02546 0.14
H 5.80036 2.01220 -0.70390 0.14
H 3.87317 3.50210 -1.24476 0.14
H 1.57115 2.64310 -0.96950 0.10
B -2.00918 -2.19358 3.33916 -0.33
C -1.18180 -1.64748 2.19018 -0.14
N -0.55956 -1.17917 1.31315 -0.03
H -2.54157 -3.21208 2.99145 0.05
H -2.74762 -1.30550 3.69814 0.05
H -1.15494 -2.40038 4.18006 0.07
```

***

(3)
The following is a quantum chemistry calculation of a molecular structure, C38H37BaBrN10O2Si, from the OMol25 dataset.

Energy above the lowest of the compared OMol25 structures with the same formula, charge and spin in kcal/mol: 9.7
Frontier orbital gap in hartree: 0.238
Charge: 0
Max |F| in eV/Å: 1.459
Highest occupied orbital energy in eV: -6.93

The geometry in XYZ format:
```
90
Properties=species:S:1:pos:R:3:lowdin_charge:R:1
Ba 0.81295 -0.24062 -0.79160 1.81
N 3.88244 -3.85695 0.11471 0.14
C 3.07624 -2.98873 -0.51971 -0.19
N 1.81611 -2.83450 -0.28716 0.02
C 1.23768 -3.54784 0.74950 -0.31
N 0.05050 -3.31597 1.21253 0.09
N -0.51101 -2.16540 0.67059 -0.09
C -1.72783 -2.22923 0.31132 -0.10
C -2.45908 -1.02332 -0.19935 -0.26
C -3.81593 -1.13296 -0.48628 -0.02
C -4.50012 -0.03210 -0.97320 -0.05
C -3.81385 1.15206 -1.15780 -0.05
C -2.46370 1.19153 -0.82820 -0.14
N -1.82024 0.14329 -0.35022 -0.03
C 2.01561 -4.62541 1.37564 -0.09
C 1.47291 -5.50041 2.31979 -0.01
C 2.26366 -6.45448 2.92088 -0.07
C 3.61646 -6.55196 2.59431 -0.07
C 4.17591 -5.70166 1.66424 -0.01
C 3.36839 -4.74114 1.05566 -0.18
H 4.86677 -3.84425 -0.10040 0.16
H 3.55156 -2.37305 -1.27181 0.12
H -2.30434 -3.15431 0.34849 0.13
H -4.32281 -2.07765 -0.34005 0.12
H -5.55282 -0.10438 -1.21068 0.11
H -4.29989 2.03486 -1.54833 0.11
H -1.88381 2.09973 -0.94538 0.11
H 0.42694 -5.40209 2.56889 0.11
H 1.83784 -7.12764 3.65053 0.10
H 4.23401 -7.30039 3.07173 0.11
H 5.22364 -5.76977 1.40440 0.11
C 1.26096 3.73104 -1.85872 -0.03
C 0.99326 2.79369 -2.99906 -0.37
C 1.09554 3.20564 -4.31946 -0.06
C 0.80224 2.26982 -5.30605 -0.08
C 0.43528 0.98870 -4.97733 -0.05
C 0.33981 0.59839 -3.61950 -0.51
N 0.62681 1.55714 -2.67700 -0.07
N 0.00947 -0.63885 -3.19237 -0.27
Si -0.92900 -1.76201 -4.08220 0.37
C -2.55885 -0.98663 -4.63906 -0.16
C -0.06324 -2.47038 -5.61229 -0.18
C -1.29910 -3.23148 -2.95576 -0.16
H 2.23142 4.21582 -1.96956 0.08
H 1.26253 3.19607 -0.90914 0.06
H 0.50433 4.51713 -1.81100 0.08
H 1.39259 4.21636 -4.56020 0.10
H 0.87091 2.54618 -6.35170 0.10
H 0.23212 0.26971 -5.75586 0.08
H -2.38908 -0.07429 -5.21023 0.02
H -3.16942 -0.72580 -3.77227 0.01
H -3.13342 -1.66775 -5.26690 0.03
H 0.07185 -1.75563 -6.42213 0.01
H -0.65563 -3.29721 -6.01241 0.02
H 0.92010 -2.86313 -5.35185 0.03
H -2.23526 -3.10878 -2.41005 0.01
H -0.49953 -3.37782 -2.22900 0.01
H -1.38814 -4.14965 -3.53609 0.03
C 3.10025 -1.28054 2.96518 -0.08
O 1.93858 -0.54981 2.59870 -0.10
C 1.66010 0.52535 3.35869 -0.20
C 2.31620 0.84893 4.53223 -0.05
C 1.94364 1.98515 5.24500 -0.68
Br 2.86993 2.39641 6.84380 0.74
C 0.93360 2.80435 4.81656 -0.09
C 0.25865 2.49749 3.62589 -0.06
C 0.62450 1.36174 2.88649 -0.17
O 0.03212 1.04432 1.72407 -0.05
C -0.82322 3.34729 3.13986 -0.23
N -1.49058 3.13217 2.02688 0.16
C -2.42035 4.14614 1.93196 -0.20
C -3.37999 4.40459 0.95726 -0.01
C -4.18419 5.51195 1.12664 -0.09
C -4.04798 6.35290 2.23919 -0.09
C -3.10262 6.11262 3.21703 -0.02
C -2.29508 4.99700 3.04004 -0.18
N -1.27109 4.45993 3.79389 0.18
H 2.94499 -1.78888 3.92094 0.10
H 3.97355 -0.62717 2.98861 0.09
H 3.25567 -2.00881 2.18002 0.06
H 3.12231 0.23556 4.90199 0.10
H 0.67853 3.67793 5.39818 0.09
H -0.66827 1.73425 1.55551 0.06
H -3.48708 3.75613 0.10018 0.09
H -4.93804 5.74181 0.38638 0.10
H -4.69843 7.21163 2.33367 0.10
H -2.99814 6.76351 4.07397 0.11
H -0.90751 4.81801 4.65804 0.15
N 4.39403 -0.38241 0.28288 -0.12
C 3.48324 0.24890 -0.06558 -0.47
```